Entry 1:
Below is a structure of composition C33H57FGdN2O2Si in a non-equilibrium geometry, with properties calculated with ωB97M-V with the def2-TZVPD basis set.

## Properties
- Spin multiplicity: 8
- Lowest unoccupied orbital energy (alpha / beta): -2.66 / -5.43 eV
- <S²>: 16.06
- Total charge: +1
- HOMO-LUMO gap (alpha / beta): 8.59 / 5.64 eV

Each line ends with the Mulliken spin population.
Cartesian coordinates (Å):
Gd: -0.98 -1.83 -0.14  6.564
Si: -3.17 1.33 -0.94  -0.001
F: -2.67 -2.95 -0.01  0.027
O: -0.57 3.23 -0.27  -0.005
O: -0.21 2.49 2.26  0.000
N: 0.38 -2.37 -1.87  0.194
N: 0.87 -2.93 0.88  0.113
C: 2.76 -2.13 2.24  0.008
C: -1.17 4.36 0.40  0.001
C: 2.48 -0.43 -2.37  0.004
C: 1.55 3.32 -1.40  0.000
C: 3.27 -1.81 3.49  0.003
C: -2.09 -2.38 -3.30  -0.014
C: 1.11 1.95 2.06  -0.003
C: 1.29 -4.10 0.36  -0.021
C: 0.59 -2.63 3.29  -0.008
C: -0.83 -3.08 3.18  -0.010
C: 0.07 3.52 -1.54  -0.001
C: -2.99 2.55 -2.37  0.000
C: -0.45 0.96 4.26  0.000
C: 1.32 -4.39 -1.01  0.084
C: 2.48 -1.90 4.63  0.000
C: 2.16 2.96 2.45  0.000
C: -1.07 -1.30 -3.54  -0.003
C: -1.34 -0.20 -4.35  0.000
C: 0.87 0.70 -3.93  0.001
C: -1.54 0.71 -0.16  0.053
C: 1.04 -3.52 -2.07  -0.040
C: -4.32 0.01 -1.64  0.001
C: 1.40 -2.52 2.14  -0.005
C: 1.15 -2.31 4.53  0.002
C: 1.44 -3.91 -3.46  0.003
C: 0.18 -1.36 -2.88  0.003
C: -0.39 0.80 -4.54  0.001
C: 1.87 -5.16 1.26  0.005
C: -1.09 1.79 3.15  0.000
C: 1.17 -0.38 -3.10  0.003
C: -0.21 5.49 0.61  0.000
C: 3.65 -2.09 1.04  0.001
C: -4.12 2.27 0.37  0.000
H: -1.14 -3.52 4.14  0.000
H: -1.76 1.15 2.54  -0.001
H: 3.17 -1.66 0.15  -0.001
H: 1.74 -5.36 -1.28  0.005
H: -2.34 2.17 -3.17  0.000
H: -4.51 1.57 1.13  0.000
H: 2.40 0.01 -1.36  0.001
H: -1.76 0.08 0.74  0.011
H: -2.32 -0.12 -4.82  0.000
H: -1.50 3.95 1.36  0.000
H: 4.03 -3.08 0.77  0.001
H: -1.74 2.56 3.59  0.000
H: 0.09 5.96 -0.32  0.000
H: 1.35 -5.23 2.23  0.000
H: -2.60 3.53 -2.04  0.000
H: 4.53 -1.47 1.27  0.000
H: -0.99 -3.85 2.41  0.000
H: 2.17 3.80 1.75  0.000
H: 2.02 3.46 -2.38  0.000
H: 1.97 4.06 -0.70  0.000
H: 1.23 1.01 2.62  0.001
H: -0.61 1.66 -5.17  0.000
H: -5.34 0.43 -1.67  0.000
H: -0.83 0.29 -0.93  0.021
H: 1.62 1.47 -4.09  0.000
H: -1.65 -3.39 -3.41  0.002
H: 2.90 -1.67 5.61  0.000
H: -4.98 2.77 -0.11  0.000
H: -1.53 -2.24 2.99  0.004
H: -0.17 4.55 -1.85  0.000
H: 1.98 3.36 3.45  0.000
H: -2.92 -2.29 -4.01  0.000
H: -4.35 -0.90 -1.03  -0.001
H: 3.23 0.17 -2.91  0.000
H: 3.15 2.49 2.44  0.000
H: 2.17 -3.19 -3.87  -0.001
H: -1.20 0.82 5.04  0.000
H: 1.92 -4.89 -3.43  0.000
H: 0.52 -2.40 5.42  0.000
H: 1.19 1.68 1.00  0.003
H: 1.77 -6.13 0.76  -0.002
H: -3.51 3.04 0.86  0.000
H: -0.16 -0.02 3.87  0.000
H: -4.05 -0.26 -2.67  0.000
H: 2.86 -1.45 -2.26  0.001
H: -2.56 -2.35 -2.29  0.004
H: 0.57 -3.97 -4.12  -0.001
H: -3.99 2.72 -2.80  0.000
H: -0.36 2.83 -2.28  0.000
H: 4.32 -1.50 3.56  0.000
H: -2.07 4.68 -0.17  0.000
H: 0.66 5.15 1.17  0.000
H: 2.94 -4.98 1.44  -0.001
H: 1.80 2.31 -1.04  0.000
H: -0.73 6.25 1.22  0.000
H: -0.97 1.69 0.26  -0.007
H: 0.42 1.45 4.71  0.000

***

Entry 2:
Below is the molecule C5H8O2 in a non-equilibrium geometry, with properties calculated with ωB97M-V with the def2-TZVPD basis set.

## Properties
- ΔE to the lowest compared entry with this formula, charge and spin: 120.7 kcal/mol
- Spin multiplicity: 1
- Lowest unoccupied orbital energy: 0.90 eV
- Total charge: 0
- SMILES: C[C@@H]1[C@H](O)[C@@H]2O[C@H]12
- HOMO-LUMO gap: 10.19 eV

Each line ends with the natural charge from an NBO analysis.
Cartesian coordinates (Å):
O: -0.98 0.79 1.36  -0.726
O: 1.35 1.38 0.43  -0.504
C: -0.25 -0.31 0.91  0.105
C: 1.41 0.22 -0.39  0.063
C: 0.06 -0.45 -0.60  -0.309
C: 1.32 0.08 1.06  0.013
C: -1.26 -0.23 -1.25  -0.573
H: -0.40 1.56 1.37  0.485
H: 0.34 -1.50 -0.78  0.208
H: -1.91 -0.88 -0.38  0.179
H: 2.09 -0.07 1.82  0.215
H: -1.60 0.81 -1.21  0.228
H: 2.28 0.12 -1.04  0.202
H: -1.42 -0.69 -2.23  0.214
H: -1.24 -1.15 0.89  0.201

***

Entry 3:
Below is a cluster of 6 separate species, C18H36ClIN2O7S5 in total, with properties calculated with ωB97M-V with the def2-TZVPD basis set.

## Properties
- Spin multiplicity: 1
- Lowest unoccupied orbital energy: 0.32 eV
- Total charge: 0
- HOMO-LUMO gap: 8.68 eV

Each line ends with the natural charge from an NBO analysis.
Cartesian coordinates (Å):
I: 2.75 -1.66 3.84  0.086
Cl: 7.07 -1.47 -1.26  -0.050
S: -7.66 -0.52 0.99  1.253
S: -4.50 -3.85 2.48  1.255
S: 6.01 3.62 -1.31  1.262
S: 0.99 2.07 -2.92  1.258
S: -1.03 0.39 2.74  1.247
O: -3.95 -2.47 2.58  -1.010
O: 2.25 -3.21 1.39  -0.526
O: 6.04 0.59 -0.10  -0.487
O: 5.55 2.98 -2.58  -1.007
O: 1.50 2.65 -1.64  -0.998
O: -8.01 -1.25 -0.26  -0.987
O: -0.61 0.48 4.17  -0.993
N: 5.69 -3.97 1.00  -0.300
N: 1.14 -1.51 -1.47  -0.292
C: 2.83 -2.24 1.77  0.500
C: 2.22 -1.58 -1.09  0.288
C: 3.62 -1.66 -0.59  -0.119
C: -1.07 -1.35 2.31  -0.834
C: 4.09 -3.14 -0.89  -0.513
C: -9.19 0.12 1.68  -0.831
C: 5.01 -3.65 0.14  0.281
C: 2.00 2.76 -4.23  -0.834
C: 6.58 5.27 -1.74  -0.830
C: 5.80 -0.33 -0.81  0.558
C: -0.50 2.98 -3.34  -0.830
C: -2.81 0.64 2.69  -0.832
C: -5.84 -3.77 1.29  -0.830
C: 4.43 -0.60 -1.41  -0.499
C: -6.98 1.07 0.50  -0.830
C: -3.36 -4.78 1.44  -0.831
C: 4.54 4.15 -0.43  -0.828
C: 3.62 -1.29 0.91  -0.561
H: -6.64 -3.18 1.73  0.242
H: -3.18 -4.23 0.52  0.232
H: -5.49 -3.29 0.38  0.237
H: 3.89 0.35 -1.41  0.273
H: 3.23 -3.80 -0.96  0.284
H: -3.00 1.67 2.98  0.227
H: 1.58 2.46 -5.19  0.225
H: -1.49 -1.45 1.31  0.230
H: -9.72 0.68 0.91  0.231
H: 4.63 -1.19 1.32  0.280
H: 4.54 -0.94 -2.44  0.249
H: -7.67 1.56 -0.18  0.231
H: 5.81 5.79 -2.31  0.228
H: -9.78 -0.73 2.01  0.240
H: 3.91 4.75 -1.09  0.234
H: 3.15 -0.30 1.03  0.279
H: -1.67 -1.89 3.03  0.253
H: 6.81 5.82 -0.82  0.228
H: 7.48 5.17 -2.34  0.239
H: -8.96 0.76 2.53  0.229
H: -3.79 -5.76 1.23  0.229
H: -0.30 4.05 -3.32  0.229
H: -3.16 0.45 1.68  0.223
H: -6.20 -4.78 1.07  0.229
H: 4.84 4.73 0.45  0.226
H: -6.82 1.68 1.39  0.230
H: 4.61 -3.17 -1.85  0.262
H: 3.01 2.36 -4.13  0.256
H: -6.03 0.89 0.01  0.241
H: 2.03 3.84 -4.14  0.229
H: -3.28 -0.05 3.39  0.250
H: -0.05 -1.71 2.32  0.225
H: 4.00 3.26 -0.12  0.253
H: -2.43 -4.90 1.99  0.243
H: -1.26 2.73 -2.60  0.240
H: -0.84 2.67 -4.33  0.228

***

Entry 4:
Below is a structure of composition C3H8Cl2In2 in a non-equilibrium geometry, with properties calculated with ωB97M-V with the def2-TZVPD basis set.

## Properties
- Spin multiplicity: 1
- Lowest unoccupied orbital energy: -12.22 eV
- Total charge: +2
- HOMO-LUMO gap: 5.40 eV

Each line ends with the Löwdin charge.
Cartesian coordinates (Å):
In: 4.74 0.14 -0.42  0.922
In: -2.42 -0.01 -0.32  0.735
Cl: -0.54 1.99 1.04  0.906
Cl: 2.34 1.16 -0.01  0.486
C: 0.87 0.09 -0.29  -0.687
C: 0.83 -1.04 0.73  -0.114
C: -0.34 1.03 -0.31  -0.769
H: 0.00 -0.92 1.41  0.048
H: 0.71 -1.97 0.19  0.100
H: 0.96 -0.29 -1.29  0.111
H: -2.05 -1.55 0.49  0.049
H: -3.69 0.73 0.68  0.021
H: -2.84 0.03 -2.04  0.032
H: 1.71 -1.06 1.34  0.077
H: -0.29 1.66 -1.19  0.083

***

Entry 5:
Below is the ion C4H9NO2 with charge +1 in a non-equilibrium geometry, with properties calculated with ωB97M-V with the def2-TZVPD basis set.

## Properties
- ΔE to the lowest compared entry with this formula, charge and spin: 57.2 kcal/mol
- Spin multiplicity: 2
- Lowest unoccupied orbital energy (alpha / beta): -3.80 / -9.08 eV
- <S²>: 0.76
- Total charge: +1
- HOMO-LUMO gap (alpha / beta): 11.77 / 6.42 eV

Each line ends with the natural charge from an NBO analysis.
Cartesian coordinates (Å):
O: 2.37 -0.97 -1.71  -0.431
O: 0.23 -1.66 -1.49  -0.797
N: -1.58 -0.06 -0.46  -0.331
C: -0.50 0.64 0.14  -0.098
C: 1.00 -0.14 0.13  -0.408
C: -0.70 1.21 1.52  -0.649
C: 1.33 -0.80 -1.20  0.762
H: -1.00 2.30 1.62  0.273
H: -1.23 -0.26 -1.41  0.424
H: 0.47 -2.57 -1.70  0.534
H: 1.16 -0.73 1.05  0.284
H: -1.76 -1.03 -0.17  0.426
H: -1.55 0.73 1.98  0.242
H: 0.27 1.14 2.07  0.246
H: -0.18 1.51 -0.44  0.261
H: 1.69 0.70 0.07  0.261

***

Entry 6:
Below is a structure of composition C50H43NO2P2ReSSeSi in a non-equilibrium geometry, with properties calculated with ωB97M-V with the def2-TZVPD basis set.

## Properties
- ΔE to the lowest compared entry with this formula, charge and spin: 80.5 kcal/mol
- Spin multiplicity: 2
- Lowest unoccupied orbital energy (alpha / beta): -1.83 / -1.71 eV
- <S²>: 0.78
- Total charge: 0
- HOMO-LUMO gap (alpha / beta): 3.40 / 3.62 eV

Each line ends with the Mulliken spin population.
Cartesian coordinates (Å):
Re: 0.41 -0.24 0.35  0.829
Se: -3.58 -0.36 2.94  0.024
S: 1.33 -2.47 0.70  -0.009
P: 0.41 -0.86 -1.94  0.043
P: -0.51 2.02 0.38  0.081
Si: 2.37 1.02 -0.47  -0.060
O: -1.16 -0.74 1.50  0.091
O: 1.48 -0.01 2.17  -0.026
N: 2.30 -0.96 2.62  0.005
C: 0.37 4.66 -0.09  0.001
C: 2.29 -2.19 2.08  0.003
C: -2.16 3.36 -1.52  0.001
C: 3.93 -1.52 4.23  0.003
C: 2.05 -0.68 -4.23  -0.005
C: -2.25 -1.46 1.87  0.000
C: 1.55 -4.77 -2.58  0.001
C: -0.70 -3.39 -1.75  0.021
C: -1.14 -4.08 5.12  0.001
C: -1.90 1.47 -4.35  0.000
C: 3.11 -0.60 3.65  0.008
C: -2.52 3.93 3.43  0.000
C: 3.92 -2.83 3.74  0.006
C: -4.32 1.70 -0.99  0.002
C: 3.96 1.01 0.52  -0.003
C: 4.17 0.47 -4.25  0.000
C: -0.90 -0.36 -3.14  0.021
C: -3.12 1.52 -0.32  0.010
C: -0.77 -2.09 3.80  -0.006
C: 0.43 -2.68 -2.15  -0.013
C: -0.76 2.65 4.43  -0.002
C: 3.97 0.85 -2.93  0.000
C: 1.29 5.60 -0.52  0.000
C: -0.71 -4.78 -1.78  0.002
C: -2.63 0.58 -5.12  0.001
C: -0.40 -2.93 4.84  -0.002
C: 1.55 -3.38 -2.56  0.005
C: 3.20 -0.29 -4.90  0.001
C: 0.68 3.30 -0.14  -0.021
C: -3.37 3.55 -2.19  0.000
C: -4.45 2.72 -1.93  0.000
C: -0.38 2.19 3.17  -0.008
C: 0.42 -5.47 -2.19  -0.001
C: -2.14 3.48 2.18  0.001
C: 2.81 0.48 -2.23  -0.006
C: 2.53 5.18 -1.00  0.000
C: -2.48 -0.78 -4.91  0.000
C: 3.12 -3.16 2.69  0.007
C: 2.84 3.84 -1.03  0.003
C: -1.88 -2.39 3.01  -0.001
C: -1.83 3.52 4.56  0.000
C: 1.88 -0.31 -2.89  -0.013
C: -2.62 -3.54 3.30  0.002
C: -2.25 -4.38 4.34  0.000
C: -2.03 2.35 -0.58  -0.015
C: -1.04 1.00 -3.36  -0.009
C: -1.61 -1.25 -3.94  0.002
C: -1.07 2.60 2.04  0.004
C: 1.93 2.86 -0.59  0.019
C: -2.95 -2.13 0.70  0.000
H: 2.44 -5.30 -2.89  0.000
H: -1.60 -5.31 -1.46  0.000
H: 3.77 1.36 1.53  0.001
H: -1.58 -2.86 -1.41  -0.004
H: -1.49 -2.32 -3.81  0.001
H: 5.07 0.76 -4.77  0.000
H: 3.34 -0.58 -5.94  0.000
H: -0.85 -4.73 5.93  0.000
H: 4.69 1.69 0.06  -0.001
H: -0.59 4.99 0.30  0.000
H: -1.99 2.54 -4.51  0.000
H: -5.39 2.87 -2.45  0.000
H: -3.36 4.61 3.53  0.000
H: -2.14 3.86 5.54  0.000
H: 0.46 -2.68 5.45  0.000
H: -3.46 4.35 -2.91  0.000
H: 4.41 0.01 0.56  0.000
H: -3.04 -1.49 -5.52  0.000
H: -2.45 -3.07 0.47  0.001
H: -4.00 -2.33 0.89  0.000
H: 0.45 1.50 3.09  0.002
H: -3.03 0.74 0.42  -0.001
H: -0.46 1.70 -2.78  0.003
H: 3.25 5.91 -1.35  0.000
H: -3.50 -3.77 2.71  0.000
H: 1.05 6.66 -0.47  0.000
H: 3.82 3.53 -1.39  0.000
H: -2.70 3.80 1.31  0.001
H: 2.45 -2.84 -2.84  0.001
H: 3.10 -4.16 2.27  0.000
H: 0.42 -6.55 -2.20  0.000
H: -1.33 4.02 -1.75  0.000
H: -5.15 1.04 -0.78  0.000
H: -2.83 -5.26 4.55  0.000
H: 4.57 -1.21 5.05  0.000
H: 3.02 0.43 3.94  0.001
H: -0.21 -1.19 3.58  0.001
H: 1.30 -1.27 -4.74  0.000
H: -2.87 -1.47 -0.17  0.001
H: -0.22 2.31 5.30  0.000
H: -3.30 0.95 -5.89  0.000
H: 4.55 -3.59 4.20  0.000
H: 4.73 1.46 -2.44  0.000

***

Entry 7:
Below is a structure of composition C28H42BrN3P2Sn in a non-equilibrium geometry, with properties calculated with ωB97M-V with the def2-TZVPD basis set.

## Properties
- ΔE to the lowest compared entry with this formula, charge and spin: 177.8 kcal/mol
- Spin multiplicity: 1
- Lowest unoccupied orbital energy (alpha / beta): -9.61 / -7.36 eV
- Total charge: +2
- HOMO-LUMO gap (alpha / beta): 2.70 / 4.95 eV

Each line ends with the Löwdin charge.
Cartesian coordinates (Å):
Sn: -0.05 0.94 -4.89  1.240
Br: -3.66 0.84 -0.40  0.894
P: -1.72 -1.76 -3.43  1.143
P: 2.58 -0.99 -1.67  0.922
N: -0.80 6.87 -8.05  0.264
N: -0.51 0.19 0.35  0.009
N: 0.61 1.13 2.01  0.050
C: -0.15 3.40 -5.66  -0.157
C: -3.36 -1.26 -5.75  -0.122
C: 5.31 -0.62 -0.77  -0.141
C: -3.78 2.68 -2.49  -0.128
C: -0.26 4.64 -6.41  -0.196
C: -1.16 -0.07 1.53  -0.218
C: -1.86 3.03 -1.04  -0.098
C: -1.61 3.20 -3.43  -0.310
C: -2.08 -1.88 -1.65  -0.412
C: 3.53 -3.72 -1.09  -0.140
C: 3.87 -0.12 -0.65  -0.427
C: 0.57 0.93 0.63  -0.203
C: 3.74 -0.24 -4.15  -0.171
C: -2.97 -0.75 -4.34  -0.385
C: -0.13 5.97 -5.92  0.052
C: 2.52 -2.60 -0.80  -0.428
C: -0.43 7.06 -6.78  -0.028
C: -1.14 3.52 -2.13  -0.046
C: -2.97 2.87 -3.59  -0.079
C: -3.46 -2.50 -1.40  -0.152
C: -0.88 5.63 -8.56  -0.025
C: 3.41 -1.44 -3.28  -0.434
C: -0.58 4.50 -7.78  0.013
C: -0.67 2.97 -4.54  -0.463
C: -3.13 2.43 -1.25  -0.628
C: -0.09 -2.56 -3.46  -0.416
C: -0.48 0.49 2.58  -0.081
C: -0.12 -4.05 -3.84  -0.109
H: 3.81 0.95 -0.92  0.066
H: 2.57 -2.37 0.27  0.082
H: 3.33 -4.26 -2.03  0.069
H: 1.52 -3.00 -1.00  0.043
H: -3.76 -0.45 -6.38  0.086
H: 3.48 -4.49 -0.30  0.081
H: -3.34 2.72 -4.61  0.123
H: -0.68 0.48 3.64  0.118
H: 0.18 6.19 -4.90  0.135
H: 1.32 1.67 2.50  0.154
H: 5.46 -1.57 -0.25  0.068
H: -2.52 -1.77 -6.24  0.071
H: -4.19 -2.00 -5.71  0.092
H: 0.55 -1.98 -4.14  0.009
H: 1.31 1.34 -0.04  0.093
H: -3.73 -2.46 -0.35  0.079
H: -0.50 -4.69 -3.04  0.086
H: 2.66 -2.06 -3.80  0.051
H: -1.96 -0.87 -1.20  -0.014
H: 3.52 -0.22 0.40  0.071
H: -0.74 -4.24 -4.72  0.073
H: 4.58 -3.39 -1.13  0.059
H: -2.59 0.28 -4.36  -0.007
H: -3.45 -3.56 -1.69  0.080
H: -4.25 -2.01 -1.98  0.052
H: 4.30 -2.07 -3.11  0.076
H: 4.71 0.20 -3.88  0.077
H: 2.95 0.52 -4.10  0.012
H: 3.83 -0.54 -5.21  0.077
H: -4.87 2.58 -2.59  0.118
H: -1.18 5.51 -9.61  0.155
H: 5.65 -0.73 -1.81  0.062
H: -3.92 -0.71 -3.77  0.102
H: -0.17 4.08 -2.00  0.137
H: -0.36 8.10 -6.42  0.157
H: -0.65 3.51 -8.22  0.133
H: -1.32 -2.50 -1.14  0.098
H: 5.98 0.11 -0.30  0.077
H: -2.11 -0.62 1.58  0.076
H: 0.35 -2.45 -2.46  0.028
H: 0.88 -4.43 -4.08  0.086
H: -1.43 3.09 -0.03  0.115

***

Entry 8:
Below is the molecule C4H5NO2 in a non-equilibrium geometry, with properties calculated with ωB97M-V with the def2-TZVPD basis set.

## Properties
- ΔE to the lowest compared entry with this formula, charge and spin: 96.6 kcal/mol
- Spin multiplicity: 1
- Lowest unoccupied orbital energy: -1.87 eV
- Total charge: 0
- HOMO-LUMO gap: 8.00 eV

Each line ends with the natural charge from an NBO analysis.
Cartesian coordinates (Å):
O: -2.24 1.24 1.16  -0.467
O: -0.67 -0.89 -1.64  -0.596
N: 1.20 -0.11 -0.58  -0.441
C: -1.27 0.71 0.69  0.316
C: 0.12 0.57 0.98  -0.011
C: 0.41 -0.26 -1.61  0.451
C: 0.83 -0.70 0.68  -0.287
H: 0.59 0.26 -2.57  0.145
H: 0.18 -1.58 0.64  0.228
H: 0.71 1.47 1.17  0.244
H: -1.40 0.11 -0.33  0.191
H: 1.71 -0.87 1.31  0.227